(1)
DFT (the ωB97M-V functional and the def2-TZVPD basis) results for C53H74BrCrN7SSbSeTe as an isolated structure.

Cartesian coordinates (Å):
1 Cr -0.495 1.020 0.931
2 N -1.041 -0.709 4.838
3 C -1.328 -0.878 3.545
4 N -0.556 -0.081 2.827
5 C 0.187 0.576 3.764
6 N -0.073 0.219 4.999
7 C 1.144 1.594 3.328
8 C 1.979 2.294 4.184
9 N 2.805 3.228 3.728
10 C 2.806 3.451 2.419
11 C 1.976 2.756 1.546
12 N 1.143 1.825 2.004
13 H -1.434 -1.179 5.639
14 H -2.050 -1.577 3.161
15 H 1.959 2.103 5.248
16 H 3.482 4.207 2.039
17 H 1.953 2.961 0.484
18 C -5.292 -0.845 -2.663
19 C -5.705 0.614 -2.802
20 C -4.652 1.484 -3.483
21 C -3.377 1.699 -2.674
22 N -3.645 2.351 -1.400
23 C -3.526 1.818 -0.176
24 Se -2.820 0.131 0.243
25 N -3.936 2.718 0.733
26 C -3.984 2.513 2.173
27 C -5.188 1.697 2.626
28 C -6.549 2.358 2.394
29 C -7.120 2.124 1.000
30 C -4.269 3.898 0.081
31 C -4.684 5.137 0.556
32 C -4.871 6.130 -0.385
33 C -4.653 5.901 -1.750
34 C -4.253 4.667 -2.222
35 C -4.073 3.665 -1.277
36 H -6.103 -1.443 -2.251
37 H -4.431 -0.967 -2.008
38 H -5.036 -1.265 -3.637
39 H -5.950 1.034 -1.821
40 H -6.625 0.672 -3.386
41 H -5.084 2.454 -3.738
42 H -4.356 1.024 -4.430
43 H -2.673 2.337 -3.212
44 H -2.861 0.767 -2.443
45 H -3.991 3.508 2.621
46 H -3.052 2.019 2.467
47 H -5.042 1.496 3.691
48 H -5.159 0.725 2.124
49 H -6.478 3.431 2.597
50 H -7.254 1.965 3.129
51 H -6.486 2.534 0.216
52 H -8.100 2.585 0.897
53 H -7.235 1.056 0.810
54 H -4.846 5.325 1.606
55 H -5.184 7.111 -0.061
56 H -4.792 6.713 -2.447
57 H -4.072 4.501 -3.273
58 Br -1.054 7.214 -1.860
59 C -0.877 5.473 -1.134
60 C -0.463 4.430 -1.945
61 C -0.355 3.152 -1.407
62 C -0.645 2.866 -0.067
63 C -1.027 3.968 0.712
64 C -1.158 5.254 0.203
65 H -0.226 4.615 -2.984
66 H -0.053 2.351 -2.071
67 H -1.245 3.837 1.772
68 H -1.472 6.075 0.832
69 C 0.596 0.336 -4.182
70 S 0.071 -0.321 -2.589
71 C -1.207 -1.446 -3.177
72 H -0.219 0.865 -4.676
73 H 0.957 -0.461 -4.830
74 H 1.413 1.032 -4.003
75 H -0.773 -2.302 -3.692
76 H -1.889 -0.932 -3.854
77 H -1.780 -1.799 -2.321
78 Te 0.055 -2.623 0.366
79 C -1.124 -4.114 -0.543
80 C -0.704 -4.669 -1.748
81 C -1.448 -5.679 -2.344
82 C -2.604 -6.139 -1.736
83 C -3.022 -5.590 -0.533
84 C -2.287 -4.577 0.062
85 C 0.921 -3.931 1.779
86 C 1.004 -3.574 3.119
87 C 1.636 -4.411 4.027
88 C 2.175 -5.615 3.602
89 C 2.088 -5.975 2.265
90 C 1.473 -5.132 1.352
91 H 0.206 -4.318 -2.216
92 H -1.116 -6.109 -3.280
93 H -3.180 -6.929 -2.199
94 H -3.925 -5.950 -0.058
95 H -2.620 -4.146 0.997
96 H 0.597 -2.630 3.457
97 H 1.706 -4.123 5.068
98 H 2.663 -6.272 4.309
99 H 2.510 -6.912 1.928
100 H 1.424 -5.415 0.309
101 C 3.616 -1.848 -3.094
102 C 4.305 -2.139 -1.757
103 C 3.663 -3.405 -1.187
104 C 5.807 -2.395 -1.986
105 Sb 3.777 -0.459 -0.430
106 C 4.892 1.199 -1.392
107 C 6.150 0.816 -2.159
108 C 3.880 1.820 -2.363
109 C 5.266 2.273 -0.375
110 C 4.796 -1.047 1.443
111 C 5.095 0.160 2.325
112 C 6.070 -1.863 1.277
113 C 3.744 -1.891 2.169
114 H 3.736 -2.709 -3.759
115 H 4.051 -0.989 -3.605
116 H 2.547 -1.668 -2.965
117 H 3.841 -4.236 -1.877
118 H 2.584 -3.291 -1.067
119 H 4.085 -3.695 -0.224
120 H 6.059 -2.286 -3.042
121 H 6.066 -3.415 -1.699
122 H 6.470 -1.733 -1.432
123 H 5.955 0.090 -2.946
124 H 6.921 0.407 -1.504
125 H 6.568 1.709 -2.634
126 H 3.639 1.153 -3.190
127 H 4.297 2.736 -2.791
128 H 2.942 2.085 -1.865
129 H 5.649 3.150 -0.906
130 H 6.045 1.947 0.311
131 H 4.410 2.602 0.212
132 H 5.940 0.745 1.967
133 H 5.350 -0.188 3.332
134 H 4.236 0.825 2.421
135 H 6.858 -1.296 0.778
136 H 5.906 -2.780 0.712
137 H 6.450 -2.150 2.262
138 H 2.806 -1.341 2.302
139 H 4.110 -2.167 3.163
140 H 3.506 -2.818 1.644

Forces on the atoms, in the same order (eV/Å):
Cr -0.299 0.069 -0.242
N 0.164 0.157 -0.253
C 0.143 0.040 -0.107
N -0.156 0.081 0.201
C -0.065 -0.213 0.163
N 0.015 0.003 0.032
C 0.137 -0.033 -0.084
C -0.028 0.033 -0.115
N 0.027 0.012 -0.024
C -0.004 -0.108 -0.017
C 0.052 -0.005 0.082
N 0.060 0.216 0.296
H 0.015 0.016 0.000
H -0.078 -0.013 -0.037
H 0.019 -0.015 0.053
H 0.007 0.025 0.021
H 0.012 -0.012 0.031
C 0.028 -0.025 -0.021
C -0.018 0.047 -0.009
C 0.022 -0.037 -0.071
C 0.138 -0.005 -0.006
N 0.023 0.041 0.098
C 0.017 -0.212 0.067
Se 0.028 -0.134 -0.036
N -0.003 0.096 -0.093
C 0.078 -0.029 0.025
C 0.050 -0.064 0.028
C 0.010 0.003 0.009
C -0.022 0.002 -0.014
C -0.023 0.076 -0.086
C 0.022 -0.105 -0.080
C 0.003 0.012 -0.023
C -0.009 0.029 0.019
C -0.002 -0.041 0.080
C -0.068 0.143 0.101
H -0.040 -0.023 0.038
H 0.054 0.002 0.044
H 0.010 -0.025 -0.057
H 0.006 -0.010 0.022
H 0.002 0.021 -0.007
H -0.017 0.005 0.023
H 0.001 0.004 -0.002
H 0.007 -0.024 -0.034
H -0.018 -0.018 -0.013
H -0.005 -0.044 0.059
H -0.101 0.033 -0.044
H -0.026 0.052 0.034
H 0.015 0.005 0.030
H 0.007 0.037 0.003
H -0.008 -0.013 0.000
H 0.015 0.032 -0.037
H -0.042 0.016 0.004
H 0.001 -0.056 -0.010
H -0.008 0.012 0.067
H -0.012 0.043 0.009
H -0.003 0.042 -0.029
H 0.011 -0.011 -0.064
Br -0.003 0.023 -0.005
C 0.011 -0.010 -0.001
C -0.013 0.027 0.022
C -0.078 -0.047 -0.044
C 0.108 -0.192 0.016
C -0.042 -0.039 0.059
C 0.029 0.045 -0.042
H 0.008 0.013 -0.059
H 0.006 -0.025 -0.007
H 0.007 0.001 -0.004
H -0.012 0.030 0.032
C 0.052 0.030 -0.007
S -0.071 -0.047 -0.009
C -0.079 0.017 -0.010
H -0.026 0.004 0.007
H 0.013 -0.034 -0.004
H 0.013 0.028 0.024
H 0.019 -0.022 -0.005
H -0.025 0.047 -0.023
H 0.022 -0.013 0.043
Te -0.087 0.004 0.015
C 0.035 -0.012 -0.009
C -0.003 -0.022 -0.010
C 0.041 0.013 -0.017
C -0.011 -0.029 -0.026
C -0.038 0.018 0.036
C -0.015 0.050 -0.019
C -0.026 0.044 -0.013
C 0.034 -0.001 0.011
C -0.017 0.019 0.013
C 0.013 0.007 0.045
C 0.014 -0.027 -0.032
C -0.012 -0.021 0.019
H 0.036 0.019 -0.023
H 0.005 -0.008 -0.017
H -0.019 -0.025 -0.015
H -0.024 -0.009 0.018
H -0.003 0.004 0.028
H -0.008 0.017 0.014
H 0.006 0.005 0.022
H 0.016 -0.022 0.025
H 0.012 -0.027 -0.010
H -0.010 -0.012 -0.060
C -0.027 0.038 0.015
C -0.068 -0.061 -0.083
C -0.058 -0.007 0.085
C 0.126 0.089 0.098
Sb -0.026 0.051 0.021
C 0.006 0.080 -0.027
C 0.012 -0.086 -0.027
C -0.030 -0.022 0.029
C 0.023 -0.042 0.069
C -0.010 -0.062 0.043
C 0.067 0.056 -0.046
C 0.035 -0.014 -0.063
C 0.004 0.003 -0.078
H 0.020 -0.071 -0.038
H 0.030 0.069 -0.022
H -0.025 0.004 0.008
H 0.000 -0.043 -0.056
H 0.000 0.012 0.014
H 0.017 -0.001 0.016
H 0.020 0.009 -0.042
H 0.020 -0.037 0.008
H -0.056 -0.072 -0.037
H 0.001 -0.001 -0.005
H 0.015 -0.002 0.017
H 0.018 0.066 -0.026
H -0.013 -0.072 -0.023
H 0.034 0.026 -0.034
H -0.006 0.001 0.018
H 0.015 0.049 -0.042
H 0.025 -0.023 0.007
H -0.105 0.001 0.104
H -0.010 0.006 -0.021
H 0.004 -0.012 0.038
H -0.128 0.110 -0.003
H 0.016 0.019 -0.010
H 0.001 -0.002 -0.005
H 0.020 -0.017 0.067
H 0.011 0.018 0.006
H 0.029 -0.016 0.050
H -0.023 0.002 -0.024

Results
* charge: +1
* HOMO (spin up / spin down): -9.59 / -9.60 eV
* spin multiplicity: 5
* LUMO energy (spin up / spin down): -2.945 / -3.085 eV
* energy relative to the best compared isomer or geometry (same formula, charge and spin): 0.475 eV
* HOMO-LUMO gap (spin up / spin down): 6.641 / 6.516 eV

=====

(2)
DFT (the ωB97M-V functional and the def2-TZVPD basis) results for one molecule with the formula C2H3NO2S.

Cartesian coordinates (Å):
1 C -0.264 0.350 0.053
2 C 0.264 -1.297 0.033
3 H 0.595 0.895 1.804
4 H 0.142 2.492 0.610
5 H -0.769 -0.884 -1.982
6 N 0.128 1.279 0.992
7 O -1.021 0.718 -0.878
8 O 0.845 -1.545 1.006
9 S 0.081 -2.008 -1.638

Forces on the atoms, in the same order (eV/Å):
C -2.381 1.189 -2.804
C -1.224 4.483 -2.046
H 0.388 0.750 -0.056
H -0.137 -5.534 1.932
H 1.106 -1.282 0.607
N 0.042 2.299 -2.123
O 1.759 -0.969 1.465
O 1.470 -2.402 1.903
S -1.023 1.466 1.121

Results
* charge: 0
* HOMO: -9.51 eV
* spin multiplicity: 1
* LUMO energy: 0.245 eV
* energy relative to the best compared isomer or geometry (same formula, charge and spin): 2.226 eV
* SMILES: NC(=O)C(=O)S
* HOMO-LUMO gap: 9.755 eV

=====

(3)
DFT (the ωB97M-V functional and the def2-TZVPD basis) results for one molecule with the formula C2H5N3S.

Cartesian coordinates (Å):
1 C 1.323 -0.443 -0.459
2 C -1.791 -0.259 0.255
3 H 2.783 0.068 0.661
4 H 0.785 -1.150 -1.018
5 H 0.678 1.095 0.874
6 H -1.180 1.382 -0.875
7 H -1.285 -0.851 1.061
8 N 2.513 -0.666 -0.038
9 N 0.459 0.598 0.012
10 N -0.888 0.573 -0.333
11 S -3.396 -0.347 -0.140

Forces on the atoms, in the same order (eV/Å):
C 0.549 1.218 2.911
C -0.137 0.125 0.153
H -0.107 -0.684 -0.788
H -0.406 -0.748 -1.348
H 0.089 -0.285 -0.324
H -0.247 -0.598 -0.049
H -0.608 0.218 -0.767
N -0.989 1.067 -0.003
N 0.486 -0.620 -0.309
N 0.109 0.244 0.128
S 1.262 0.062 0.397

Results
* charge: 0
* HOMO: -8.92 eV
* spin multiplicity: 1
* LUMO energy: 0.200 eV
* energy relative to the best compared isomer or geometry (same formula, charge and spin): 2.182 eV
* SMILES: [H]/N=C\NNC=S
* HOMO-LUMO gap: 9.116 eV

=====

(4)
DFT (the ωB97M-V functional and the def2-TZVPD basis) results for C45H51AsN3OPPd as an isolated structure.

Cartesian coordinates (Å):
1 Pd 0.390 0.409 0.415
2 C -0.069 0.359 -3.017
3 N 0.277 -0.972 -2.556
4 C 1.394 -1.515 -3.276
5 C -0.794 -1.832 -2.251
6 C -0.908 -3.079 -2.866
7 C -1.952 -3.953 -2.586
8 C -2.924 -3.565 -1.678
9 C -2.828 -2.332 -1.054
10 C -1.768 -1.438 -1.283
11 N -1.631 -0.296 -0.531
12 C -2.673 0.554 -0.396
13 C -3.704 0.717 -1.351
14 C -4.640 1.738 -1.260
15 C -4.615 2.635 -0.204
16 C -3.647 2.461 0.790
17 C -2.716 1.441 0.730
18 N -1.769 1.203 1.758
19 C -1.402 2.319 2.591
20 C -2.080 0.015 2.546
21 H -0.362 0.345 -4.084
22 H 0.792 1.019 -2.890
23 H -0.878 0.764 -2.417
24 H 1.171 -1.725 -4.341
25 H 1.739 -2.441 -2.811
26 H 2.213 -0.792 -3.249
27 H -0.165 -3.375 -3.596
28 H -1.997 -4.920 -3.075
29 H -3.746 -4.230 -1.433
30 H -3.564 -2.042 -0.313
31 H -3.717 0.055 -2.208
32 H -5.386 1.840 -2.043
33 H -5.333 3.444 -0.138
34 H -3.634 3.130 1.644
35 H -2.201 2.617 3.298
36 H -1.146 3.175 1.966
37 H -0.522 2.042 3.175
38 H -2.912 0.217 3.247
39 H -1.187 -0.317 3.077
40 H -2.367 -0.793 1.875
41 C 3.222 2.518 -0.454
42 C 4.688 2.822 -0.165
43 As 5.611 3.608 -1.718
44 C 7.451 3.135 -1.218
45 C 7.845 2.990 0.110
46 C 9.162 2.689 0.433
47 C 10.109 2.528 -0.567
48 C 9.728 2.673 -1.896
49 C 8.414 2.976 -2.214
50 C 5.342 2.121 -2.961
51 C 4.953 2.400 -4.266
52 C 4.714 1.375 -5.173
53 C 4.860 0.055 -4.775
54 C 5.242 -0.235 -3.471
55 C 5.483 0.790 -2.569
56 P 2.282 1.265 0.608
57 C 3.615 -0.032 0.644
58 C 4.753 -0.020 1.451
59 C 5.708 -1.025 1.361
60 C 5.532 -2.074 0.467
61 C 4.385 -2.120 -0.314
62 C 3.435 -1.112 -0.217
63 C 2.541 1.964 2.296
64 C 2.259 1.084 3.353
65 C 2.307 1.529 4.663
66 C 2.605 2.859 4.954
67 C 2.851 3.743 3.914
68 C 2.823 3.294 2.596
69 H 3.112 2.078 -1.451
70 H 2.619 3.431 -0.475
71 H 5.229 1.913 0.092
72 H 4.793 3.510 0.675
73 H 7.117 3.093 0.906
74 H 9.444 2.568 1.472
75 H 11.134 2.285 -0.316
76 H 10.458 2.541 -2.687
77 H 8.124 3.071 -3.255
78 H 4.820 3.432 -4.573
79 H 4.397 1.607 -6.183
80 H 4.651 -0.750 -5.470
81 H 5.326 -1.261 -3.139
82 H 5.760 0.538 -1.551
83 H 4.890 0.781 2.171
84 H 6.585 -0.996 1.999
85 H 6.272 -2.865 0.401
86 H 4.211 -2.959 -0.979
87 H 2.507 -1.157 -0.775
88 H 1.951 0.061 3.116
89 H 2.084 0.836 5.467
90 H 2.624 3.206 5.981
91 H 3.062 4.786 4.125
92 H 2.997 4.006 1.797
93 C 0.217 -3.398 3.185
94 C 0.172 -2.533 1.908
95 C 0.795 -3.319 0.740
96 O 0.776 -1.331 2.108
97 H -0.284 -4.367 3.055
98 H -0.265 -2.858 4.005
99 H 1.262 -3.570 3.462
100 H -0.908 -2.432 1.643
101 H 1.859 -3.486 0.942
102 H 0.705 -2.724 -0.173
103 H 0.298 -4.283 0.573

Forces on the atoms, in the same order (eV/Å):
Pd -0.237 -0.109 -0.009
C -0.028 -0.009 -0.003
N 0.087 0.067 0.120
C -0.004 -0.038 -0.021
C -0.133 -0.061 -0.094
C -0.002 0.046 -0.008
C 0.020 -0.034 -0.001
C -0.030 0.024 0.002
C -0.001 0.008 -0.015
C 0.041 0.018 0.006
N 0.010 -0.056 -0.042
C -0.036 0.049 -0.088
C 0.045 -0.004 0.026
C -0.014 0.011 0.013
C -0.010 0.005 -0.025
C -0.014 -0.031 0.032
C -0.002 -0.019 -0.009
N -0.005 -0.041 0.051
C 0.008 0.019 -0.001
C 0.059 0.006 -0.079
H -0.002 -0.004 0.012
H 0.004 -0.002 0.002
H -0.005 -0.006 0.011
H 0.005 0.000 0.006
H -0.016 -0.001 0.012
H 0.004 0.018 0.015
H 0.010 -0.007 0.003
H 0.003 -0.002 -0.001
H -0.003 0.000 0.002
H -0.009 0.004 0.005
H 0.001 -0.026 -0.015
H -0.001 0.003 0.002
H 0.001 0.008 0.002
H -0.003 0.007 0.001
H -0.016 0.009 0.004
H 0.012 -0.001 0.014
H 0.006 0.003 -0.006
H 0.018 -0.002 0.007
H 0.045 0.024 0.008
H -0.006 0.012 -0.014
C -0.003 -0.048 -0.069
C -0.016 -0.014 -0.017
As -0.011 -0.004 0.050
C 0.055 0.008 0.007
C -0.054 0.012 -0.019
C 0.051 -0.012 -0.004
C -0.034 0.014 0.003
C 0.025 -0.009 0.006
C -0.035 0.002 -0.006
C -0.013 -0.041 -0.008
C 0.011 0.046 0.022
C 0.007 -0.042 -0.012
C -0.018 0.029 -0.006
C -0.011 -0.017 0.026
C 0.021 0.024 -0.004
P 0.232 0.194 0.062
C 0.023 0.010 0.013
C 0.000 0.010 -0.025
C 0.003 0.002 0.011
C 0.012 -0.005 -0.003
C 0.022 -0.011 -0.005
C -0.001 -0.021 -0.020
C -0.007 0.034 0.011
C 0.009 -0.008 -0.019
C -0.001 0.018 0.011
C 0.002 -0.007 -0.005
C 0.010 0.011 0.016
C -0.018 -0.013 -0.002
H -0.001 0.012 0.021
H -0.021 -0.019 0.038
H 0.006 -0.006 0.003
H 0.035 0.011 -0.024
H -0.001 -0.001 0.003
H -0.004 0.000 0.000
H 0.002 -0.001 0.002
H -0.003 -0.001 -0.001
H 0.007 -0.001 0.001
H -0.004 -0.004 0.000
H -0.002 0.002 0.001
H 0.004 -0.002 -0.001
H -0.002 -0.017 0.008
H -0.009 0.000 0.006
H 0.007 -0.003 -0.013
H 0.000 -0.001 -0.005
H -0.002 0.001 0.003
H 0.000 -0.001 -0.002
H -0.028 0.000 -0.056
H -0.025 -0.012 0.000
H -0.004 -0.003 0.002
H 0.002 0.002 0.002
H -0.003 0.000 0.000
H -0.005 0.001 -0.001
C 0.006 0.008 -0.016
C 0.014 -0.057 -0.048
C -0.014 0.053 -0.006
O -0.048 0.038 0.078
H -0.005 -0.012 0.002
H -0.001 0.004 0.004
H 0.010 -0.003 0.000
H -0.012 -0.004 0.032
H 0.013 -0.013 0.014
H 0.024 -0.007 0.029
H -0.004 -0.016 -0.012

Results
* charge: -2
* HOMO: -0.06 eV
* spin multiplicity: 1
* LUMO energy: 3.926 eV
* energy relative to the best compared isomer or geometry (same formula, charge and spin): 0.000 eV
* HOMO-LUMO gap: 3.988 eV